[1]
161
Properties=species:S:1:pos:R:3:forces:R:3:mulliken_charge:R:1 method="wB97M-V/def2-TZVPD" e_tot_ha=-5408.73820 smiles="CCCCNc1ccc2c(c1)Sc1cc(B(N)O)cc(SCC(=O)OC[C@@H](C)OC(=O)CS)c1N2.O=C1c2ccccc2C(=O)c2ccccc21.O=C1c2ccccc2C(=O)c2ccccc21.O=C1c2ccccc2C(=O)c2ccccc21.O=C1c2ccccc2C(=O)c2ccccc21" mol_weight_g_mol=1368.4 largest_force_ev_per_a=9.17 homo_ev=-7.9565
O 17.116 0.475 -2.250 -1.4772 -2.1709 2.1269 -0.358
C -4.078 -0.184 -2.960 0.2177 -0.2696 0.1406 -0.541
H -18.053 0.123 5.947 0.0809 -0.0966 -0.1682 0.386
H 2.075 -1.502 -5.602 1.0949 -1.8590 1.0415 0.217
O -11.576 -5.697 4.313 0.6422 0.2550 0.0498 -0.714
H 14.240 -0.297 -3.801 2.3685 0.9325 -0.3471 0.180
C 2.594 8.818 3.824 0.1737 0.5574 0.3100 0.204
C 13.671 3.065 -3.405 -1.3622 0.8591 5.4662 0.522
H 3.714 6.060 -0.109 -0.1281 0.0971 0.2750 0.591
S 5.595 2.800 -5.941 1.6199 -1.5305 1.5211 -0.252
H 4.993 -1.242 -1.136 -1.8221 -1.7662 -0.1391 0.258
C 3.314 10.849 4.929 -0.1585 -0.3188 -0.1223 -0.448
H -11.974 -4.864 6.639 0.2937 0.0610 -0.1512 0.460
H -9.149 -6.719 0.238 0.0322 0.0943 0.1622 0.417
C 8.000 4.924 -2.606 0.4090 -2.3206 -2.3987 0.415
C -16.581 -2.412 1.461 -0.9067 -0.1413 -1.1970 0.669
H 17.117 -1.610 0.712 -0.1560 2.4262 -1.4004 0.312
C -14.349 -2.919 2.444 0.4597 -0.3316 -0.3189 0.066
C -16.968 -1.691 2.690 -0.4512 0.3506 0.3433 0.148
O 8.229 5.801 -0.088 -2.7228 1.1745 -1.7041 -0.576
H -6.208 0.016 -2.698 0.1617 -0.1273 0.0660 0.399
H -6.925 -5.628 0.420 -0.1839 0.0839 0.2619 0.467
O -13.933 -2.060 4.590 -0.4709 -0.0502 -0.5082 -0.698
C 6.741 4.591 -3.636 3.9554 -2.9364 -0.5251 -0.406
H -4.278 -5.890 1.024 0.1594 0.1851 -0.1715 0.387
H 3.751 -3.902 -2.495 0.4150 2.2799 -0.6497 0.281
H -19.616 -0.009 4.021 0.1847 -0.0920 -0.0320 0.385
O 15.064 3.256 -3.865 -2.9802 -1.8995 1.7165 -0.336
H -6.404 -1.993 -1.263 0.3259 -0.0520 0.0045 0.456
C 7.785 -1.232 -5.774 -5.3402 1.4302 -0.0445 -0.386
C 15.331 0.152 -3.988 -1.2557 -0.0419 -0.1929 -0.936
C 9.579 2.870 -3.735 -2.5606 1.8768 -0.4468 0.036
H 17.108 2.798 -3.451 -2.5256 -0.4444 1.0660 0.315
H 15.965 3.160 -1.895 0.3247 -1.1230 -2.4150 0.257
C 3.995 -2.764 -2.677 0.2452 0.5856 1.2099 -0.074
H 4.277 -2.855 -0.321 -0.4232 1.9815 -1.8484 0.264
H 1.834 -3.317 -5.125 1.8143 1.8976 0.2427 0.374
H 5.057 -2.660 -3.157 -2.2562 -0.3013 0.5196 0.092
C 4.448 10.090 2.933 -0.0235 0.2319 0.2501 -0.497
C 2.839 6.842 1.710 -0.1529 -0.5157 -0.2965 0.206
H 1.775 -2.312 -2.928 2.1380 0.7763 -1.1806 -0.029
C -2.942 -0.940 -2.665 -0.2614 0.1473 -0.0635 -0.521
H 3.206 11.573 5.734 0.0066 -0.1517 -0.1498 0.392
H -3.992 0.703 -3.584 0.0011 -0.1750 0.1192 0.388
C -7.637 -5.553 1.239 -0.0392 -0.0158 0.2311 -0.317
C 5.793 0.899 -5.899 1.5203 -3.5980 0.5793 0.196
H -9.023 -2.825 9.008 -0.0368 -0.0808 -0.1915 0.391
C -10.059 -4.538 5.681 -0.1729 0.1955 0.6005 0.218
H 4.993 11.863 4.033 -0.1245 -0.1723 -0.0351 0.395
C 2.788 -1.990 -3.471 -0.2970 -0.7866 0.4913 -0.158
H 0.095 -4.682 -1.006 -0.3066 0.0942 0.0556 0.587
C -17.748 -0.379 5.031 0.3416 -0.1869 -0.1368 -0.471
C -0.980 -6.092 0.217 -0.0939 0.3233 -0.1737 -0.543
O 13.302 3.144 -2.097 2.9342 -0.6225 -8.6655 -0.532
N 7.119 7.460 -1.826 -0.6193 -2.6288 1.8516 -0.556
C 2.609 -2.413 -5.047 -1.4829 0.1348 -0.0405 -0.599
C -5.430 -1.702 -1.652 0.0148 0.2701 -0.1926 -0.475
C 1.086 5.492 2.689 0.0190 -0.2288 -0.2294 -0.634
C 3.719 8.028 1.745 0.8422 0.1747 -0.8982 0.519
C 17.068 -0.517 0.235 1.4548 -1.6681 -0.2518 -0.425
C -0.866 -4.940 -0.563 -0.0093 -0.2654 0.1731 -0.613
H 3.095 -1.443 -1.032 2.2040 -1.3714 0.1393 0.208
C -15.253 -3.052 1.391 0.3961 -0.3643 -0.2971 0.213
H -2.291 -7.319 1.408 -0.0042 0.1792 -0.1131 0.416
C -3.215 -4.473 -0.222 0.2202 -0.5010 0.2826 0.619
C -9.467 -5.349 3.341 0.1240 -0.2055 -0.5151 0.598
H 3.421 0.233 -5.934 2.6606 -0.9485 0.1693 0.203
C -8.208 -4.761 3.456 0.1690 -0.2040 -0.6223 0.097
C 16.922 -0.716 -1.405 -1.3582 -5.0940 -1.5862 0.495
C 3.581 8.992 2.855 0.2288 0.5396 0.2926 0.193
H 5.711 5.154 -3.618 2.3576 -1.2183 0.0160 0.099
C 12.563 2.729 -4.612 1.5249 0.4268 0.0690 -0.455
C 4.533 -0.157 -5.887 4.4827 -1.2345 0.2602 -0.271
H 10.283 4.369 -1.875 -1.8257 -0.7536 -1.7197 0.335
C -16.081 -1.598 3.762 -0.4946 0.3283 0.3656 0.199
C -10.451 -5.227 4.436 -1.2874 -0.5932 -0.1069 0.467
O -0.758 -2.565 -2.032 -0.6481 -0.1965 0.2444 -0.699
C 15.788 1.027 -2.679 -0.3038 -0.4184 -0.6868 0.494
H 7.475 6.036 0.561 1.9728 -0.2455 -1.5453 0.279
H 0.347 5.323 3.470 0.2257 0.2119 -0.1298 0.455
C -7.295 -4.853 2.397 -0.0885 -0.1762 -0.2019 -0.549
H 15.735 0.097 2.407 0.3155 0.0663 -2.0082 0.153
C -5.321 -0.568 -2.460 0.0820 -0.3234 0.2171 -0.503
H 6.979 7.963 -0.917 -0.0090 -0.3513 -1.2014 0.254
H 3.695 -3.301 -6.673 0.2812 0.8309 1.2680 0.291
H -6.315 -4.385 2.474 -0.2880 -0.0589 0.0788 0.592
H -1.975 -0.637 -3.063 -0.1670 -0.2302 0.1756 0.492
C -14.900 -3.794 0.257 0.2710 -0.1477 -0.0517 -0.598
O 0.824 7.495 4.621 0.5842 0.0995 -0.5576 -0.675
C -1.985 -4.125 -0.778 0.2507 -0.5237 0.2410 0.185
H 6.817 -3.443 -5.670 -1.1305 2.6898 -0.1335 0.256
B 7.775 6.134 -1.483 0.2049 -0.3751 1.1486 0.460
H 15.218 0.859 -4.925 0.4811 -1.4497 1.8238 0.194
C -14.728 -2.180 3.666 1.0120 0.0875 1.0519 0.524
H 0.625 3.654 1.663 0.1083 0.1811 0.0117 0.395
H -11.309 -3.763 8.756 0.1200 -0.0192 -0.1759 0.398
C -7.822 -4.054 4.694 1.3106 0.6168 0.1052 0.478
C -9.317 -3.299 8.074 0.1626 -0.0763 -0.3706 -0.468
C -12.727 -4.235 1.218 -0.1946 0.2083 0.2038 -0.083
H 2.293 4.033 -0.139 -0.0014 0.1452 0.1478 0.418
C -2.205 -6.426 0.793 -0.2209 0.2488 -0.1135 -0.692
C 4.315 11.014 3.972 -0.0515 -0.3078 -0.2530 -0.506
H -18.933 -1.170 1.943 0.3020 -0.0918 0.1189 0.450
C -8.783 -3.991 5.814 -0.1328 0.1832 0.6393 0.228
C -3.051 -2.086 -1.866 -0.2344 0.5273 -0.2969 0.149
H 15.053 0.929 -1.773 1.1970 0.1400 -1.8726 0.211
H 8.886 -1.631 -5.755 -2.3757 1.1223 0.0065 0.309
C 2.980 5.905 0.679 -0.1972 -0.2642 0.0390 -0.607
C 6.518 -2.295 -5.732 0.0583 3.9403 -0.3777 -0.418
H 1.677 9.629 5.611 0.1503 -0.1332 -0.2726 0.452
C 1.883 6.643 2.705 -0.1399 -0.5619 -0.2748 0.358
H -12.362 -3.390 3.165 -0.3408 0.0304 -0.1185 0.510
N 8.546 1.355 -5.838 -2.5234 1.5585 0.6129 -0.204
H -10.781 -6.531 2.091 0.2003 0.1450 0.2223 0.623
C -13.640 -4.389 0.176 -0.2970 0.2240 0.1639 -0.733
C 8.362 2.475 -4.813 -0.4816 3.2231 2.8749 -0.342
C -18.627 -0.455 3.951 0.2022 -0.1961 -0.2599 -0.439
C -4.413 -3.648 -0.483 -1.0718 -0.2960 0.5028 0.289
H -13.370 -4.971 -0.703 -0.0658 0.1170 0.1463 0.391
C -3.323 -5.620 0.575 0.2626 -0.1560 0.0113 -0.233
C -8.887 -6.163 1.135 -0.1619 0.1226 0.4000 -0.848
C -4.291 -2.460 -1.350 -0.3101 0.4910 -0.3084 0.215
O 16.675 -1.963 -1.874 1.7168 8.5512 2.6654 -0.531
C -10.972 -4.448 6.740 0.0778 0.1225 0.2662 -0.465
H 16.047 -0.770 -4.220 -1.4667 2.3255 0.7051 0.352
C -13.078 -3.502 2.353 0.0751 -0.1179 -0.2405 -0.620
C 4.116 -2.038 -1.176 -0.4283 0.0231 -0.2847 -0.874
H 12.215 3.707 -5.176 0.8744 -2.0412 1.2455 0.386
C 1.240 4.551 1.670 0.0443 0.3224 0.2068 -0.428
H -15.793 -0.878 5.784 -0.0368 -0.0967 -0.3240 0.449
C -16.475 -0.945 4.937 -0.3223 0.1467 0.0326 -0.507
C -10.600 -3.829 7.933 0.0165 -0.1439 -0.3527 -0.568
C -9.805 -6.057 2.181 0.2129 -0.0690 -0.2488 -0.726
H -0.111 -6.727 0.376 -0.1550 0.1405 -0.0322 0.389
C 4.931 -1.774 -5.800 2.3732 1.5898 -0.2813 0.154
C -18.240 -1.110 2.781 -0.0890 0.1424 0.2809 -0.552
H 2.881 -0.827 -3.285 0.0357 -2.3386 -0.7086 0.278
H 5.230 10.228 2.188 -0.2682 -0.1689 0.1003 0.462
C 2.179 4.762 0.661 0.1628 0.3041 0.0732 -0.563
N 3.878 -2.866 -5.736 0.7063 2.4455 0.0739 -0.331
O -5.493 -3.951 0.008 0.6569 0.2367 -0.3094 -0.551
O -6.718 -3.534 4.794 -0.6338 -0.3051 -0.0491 -0.692
C -8.410 -3.375 7.015 -0.2138 0.0221 0.2620 -0.556
H 8.575 1.823 -6.793 -0.0685 -0.6901 1.5160 0.350
C -1.851 -2.899 -1.589 1.3263 0.3849 -0.5314 0.378
C 1.701 7.643 3.777 -1.1217 -0.1983 1.0882 0.580
S 11.132 1.771 -3.878 -1.0403 1.5126 -0.1629 -0.033
O 4.557 8.206 0.869 -0.2955 -0.1168 0.3711 -0.699
O -17.355 -2.483 0.513 0.4491 0.0589 0.5904 -0.685
H 13.145 1.986 -5.343 -1.4411 1.7624 1.4791 0.258
C 16.035 2.623 -2.959 1.1839 0.1768 1.5075 -0.581
H -7.412 -2.956 7.132 -0.2215 -0.1444 -0.2133 0.455
H -11.741 -4.691 1.151 -0.2232 0.1544 0.0352 0.533
S 15.612 0.384 1.009 0.6160 -0.3323 0.6984 -0.209
C 9.429 4.095 -2.629 -3.8739 -1.2343 -3.0972 -0.462
C 2.453 9.753 4.857 0.2015 0.2266 0.0082 -0.574
C 6.948 3.362 -4.713 2.8234 0.0088 2.1364 0.161
C 7.384 0.386 -5.836 -2.1362 -3.0179 0.0546 -0.068
H 18.106 -0.014 0.435 -2.1022 -0.6428 -0.4146 0.317
H 6.156 7.218 -2.185 1.3583 0.7472 0.0914 0.247
H -15.606 -3.914 -0.563 0.0599 0.1495 0.2935 0.452

=====

[2]
11
Properties=species:S:1:pos:R:3:forces:R:3:mulliken_charge:R:1 method="wB97M-V/def2-TZVPD" e_tot_ha=-553.91244 mol_weight_g_mol=86.2 de_lowest_kcal_mol=163.0 largest_force_ev_per_a=9.48 homo_ev=-9.2288
C 3.190 -0.005 -0.235 -3.2687 0.7349 -0.1974 -0.255
C -0.466 0.724 0.129 3.1957 -2.7321 -5.9559 -0.376
H -0.468 1.549 0.704 -0.3290 2.4179 2.5332 0.467
S -2.200 -0.048 -0.118 2.6792 -2.5356 -0.7239 -0.255
C 2.015 -0.114 0.324 7.9192 1.6803 -4.9275 -0.400
H 0.381 -0.944 -0.763 0.7103 0.2254 3.2218 0.328
C 0.607 -0.375 0.293 -2.3895 -2.8423 2.2332 -0.433
H 4.196 0.305 -1.142 -3.7322 -1.2847 3.9552 0.310
H 0.352 1.041 -0.856 -3.8136 0.5521 1.4784 0.235
H -1.764 -1.704 -0.490 -0.7791 4.0298 0.9218 0.158
H 0.429 -0.864 1.367 -0.1922 -0.2458 -2.5389 0.222